(1)
90
Properties=species:S:1:pos:R:3:forces:R:3:mulliken_spin:R:1 method="wB97M-V/def2-TZVPD" spin_multiplicity=3 charge=+3 homo_ev="-16.50 / -16.48"
Cu 1.8609 -3.0320 -0.8998 0.8 2.9 -1.8 0.68
Cu -2.5561 1.1384 1.9273 1.7 -0.8 -0.6 0.86
N 0.0975 -0.2719 0.2089 -0.5 1.2 0.9 0.00
O -0.9860 -0.1806 0.8367 0.7 -0.5 -0.7 0.00
O 0.8136 0.7258 0.0368 -0.1 -0.3 -0.1 0.00
O 0.4452 -1.3867 -0.2345 0.3 -1.1 -0.1 0.00
C -4.6709 1.9060 -1.5781 0.3 0.5 0.4 0.00
C -3.2279 2.1566 -1.1726 -1.4 -0.1 0.0 0.00
O -2.8488 1.9758 -0.0110 0.8 0.2 1.0 0.02
N -2.4781 2.6638 -2.1621 0.5 -1.1 0.7 0.00
C -1.0684 2.9487 -1.9993 0.9 1.0 -0.9 0.00
H -5.3250 2.2661 -0.7845 0.1 -0.1 0.2 0.00
H -4.8593 0.8436 -1.7219 0.0 0.0 -0.2 0.00
H -4.8990 2.5373 -2.4341 -0.2 -0.5 -0.3 0.00
H -2.8266 2.3888 -3.0673 0.1 0.6 -0.2 0.00
H -0.8675 3.9392 -2.4181 -0.2 0.2 0.4 0.00
H -0.3745 2.3566 -2.5997 -0.5 -0.7 0.1 0.00
H -0.7371 2.9136 -0.9682 -0.4 -0.1 0.1 0.00
C -1.6418 -1.9195 -2.6525 -1.3 -0.2 -1.3 0.00
C -0.4638 -2.6077 -3.2937 -0.2 1.4 1.3 0.00
O 0.5212 -2.8818 -2.5833 1.2 -1.4 0.4 0.07
N -0.4664 -2.7831 -4.6021 0.0 -0.2 -0.1 0.00
C 0.4720 -3.6556 -5.2716 -0.2 -1.6 -0.5 0.00
H -2.4308 -1.7873 -3.4046 0.1 0.0 0.0 0.00
H -1.4788 -0.9145 -2.2723 0.6 -0.2 0.3 0.00
H -2.1012 -2.5726 -1.9176 0.3 0.1 0.4 0.00
H -1.3193 -2.5954 -5.1049 0.0 0.2 0.1 0.00
H 1.5207 -3.4893 -5.0528 -0.1 0.4 0.1 0.00
H 0.2883 -3.6851 -6.3442 0.1 0.7 0.0 0.00
H 0.2169 -4.6890 -5.0026 0.3 0.1 0.3 0.00
C 6.2531 -2.8332 0.6587 0.3 -1.2 -0.3 0.01
C 5.0588 -2.0307 0.2759 -0.2 0.5 1.0 -0.01
O 4.0466 -2.5692 -0.2087 -1.3 -1.0 0.0 0.06
N 5.0832 -0.7276 0.5698 -0.4 -0.1 -0.5 0.00
C 3.8918 0.1342 0.4477 0.5 -1.3 0.5 0.00
H 6.9936 -2.3322 1.2747 0.0 0.3 -0.3 0.00
H 6.6899 -3.3017 -0.2283 0.3 0.5 -0.1 0.00
H 5.9654 -3.7352 1.2062 -0.4 0.3 0.2 0.00
H 5.9731 -0.3081 0.7836 0.0 0.0 0.2 0.00
H 3.6405 0.2762 -0.5988 0.1 0.7 0.0 0.00
H 4.1001 0.9783 1.0955 -0.2 0.5 -0.6 0.00
H 3.0411 -0.3984 0.8732 0.0 0.0 0.1 0.00
C -4.2302 -2.7668 1.2374 0.4 -0.3 1.1 0.00
C -4.7274 -1.3599 1.2916 0.4 0.8 0.3 0.01
O -3.8742 -0.4392 1.3387 0.4 0.9 0.2 0.02
N -6.0276 -1.0993 1.3910 0.3 -0.5 -0.6 0.00
C -6.6119 0.2220 1.3691 -0.5 0.5 0.3 0.00
H -3.4759 -2.7878 2.0318 -0.2 -0.1 0.2 0.00
H -3.6145 -3.0439 0.3888 -0.4 0.3 -0.6 0.00
H -4.9820 -3.5173 1.4718 0.0 0.0 -0.3 0.00
H -6.6681 -1.8755 1.3115 0.1 0.0 0.0 0.00
H -5.9280 0.9735 1.7508 0.1 -0.2 0.2 0.00
H -7.5028 0.2074 1.9951 0.1 0.1 0.0 0.00
H -6.9269 0.5610 0.3809 0.1 -0.4 -0.2 0.00
C -0.1428 4.6265 3.5348 0.7 0.1 0.2 0.01
C -0.2177 3.5218 2.5197 0.4 0.1 -0.4 0.00
O -1.0795 2.6367 2.6574 -1.6 -0.9 -0.2 0.05
N 0.6886 3.4340 1.5407 -0.5 0.7 -0.2 0.00
C 1.5938 4.4764 1.0584 0.5 -0.4 0.4 0.00
H 0.0930 4.1750 4.5006 -0.3 -0.2 0.0 0.00
H -1.0731 5.1798 3.6251 -0.1 -0.1 -0.1 0.00
H 0.6873 5.3129 3.3791 -0.2 0.1 -0.2 0.00
H 0.5992 2.6477 0.9087 -0.2 -0.3 0.3 0.00
H 2.6033 4.1634 1.3347 0.1 0.3 -0.3 0.00
H 1.4247 5.4524 1.5009 -0.3 -0.1 0.0 0.00
H 1.4980 4.5619 -0.0223 0.1 0.0 0.0 0.00
C 5.1074 -2.0427 -3.3586 -0.3 1.0 0.5 0.01
C 3.7947 -1.3332 -3.0659 0.4 -0.6 -1.0 -0.01
O 2.8805 -1.8388 -2.3947 -1.0 -0.1 0.7 0.17
N 3.5812 -0.1670 -3.6735 0.1 0.3 -0.1 0.02
C 2.3629 0.6384 -3.5462 -0.1 -1.3 0.1 0.00
H 5.4392 -2.5337 -2.4489 0.0 -0.2 -0.1 0.00
H 5.8280 -1.2727 -3.6323 0.2 -0.2 -0.1 0.00
H 4.9949 -2.7531 -4.1740 -0.1 -0.1 0.0 0.00
H 4.2336 0.1507 -4.3735 0.3 -0.2 0.2 0.00
H 2.3593 1.3699 -4.3461 0.1 0.3 0.3 0.00
H 2.3078 1.0204 -2.5280 -0.1 0.4 -0.2 0.00
H 1.5086 -0.0283 -3.6896 -0.1 0.1 0.0 0.00
C 0.4971 -1.0151 3.5208 -1.1 -0.8 0.9 0.00
C -0.6604 -0.3339 4.2485 0.8 0.7 -1.0 0.00
O -1.5950 0.2023 3.6336 -1.4 0.3 -0.6 0.03
N -0.5430 -0.1940 5.5633 -0.1 0.2 0.8 0.00
C -1.3591 0.7239 6.3674 0.1 0.1 -0.6 0.00
H 1.0210 -0.3164 2.8752 0.2 0.2 0.4 0.00
H 0.1395 -1.8179 2.8751 -0.3 0.1 0.0 0.00
H 1.0526 -1.4837 4.3326 0.8 0.1 -0.5 0.00
H 0.2287 -0.5863 6.0782 0.2 -0.2 -0.5 0.00
H -2.2741 0.8988 5.8116 -0.2 0.0 0.3 0.00
H -0.8284 1.6722 6.4642 0.0 0.0 0.0 0.00
H -1.5281 0.3166 7.3587 -0.2 -0.1 -0.1 0.00

(2)
85
Properties=species:S:1:pos:R:3:forces:R:3:mulliken_spin:R:1 method="wB97M-V/def2-TZVPD" spin_multiplicity=3 charge=+2 homo_ev="-13.13 / -13.21"
Pt -0.0658 0.0223 -0.1280 -1.3 1.3 -0.9 1.70
C -0.3828 4.2806 -1.3539 -0.9 0.3 -0.1 0.00
C -0.3172 3.4538 -0.0839 0.7 2.0 -0.1 0.03
O -0.3954 2.2508 -0.0764 -0.3 -0.6 0.4 0.05
N -0.2357 4.2221 1.0355 0.0 1.2 -2.6 0.00
C -0.3147 3.8165 2.3482 0.3 -1.7 2.6 0.00
H -1.2681 4.8988 -1.2053 -0.2 0.2 -0.2 0.00
H -0.5951 3.6879 -2.2437 0.3 -0.2 0.2 0.00
H 0.4038 5.0088 -1.5512 0.3 -0.4 0.2 0.00
H -0.0396 5.2056 0.9159 -0.3 -0.2 -0.4 0.00
H -1.2827 3.4434 2.6826 -0.4 0.3 -0.2 0.00
H -0.0119 4.6337 3.0029 0.0 -0.2 0.0 0.00
H 0.3366 2.9572 2.5083 0.3 0.2 0.2 0.00
C 0.5524 -3.9767 -1.6180 -0.3 0.6 0.8 0.00
C -0.5861 -2.9939 -1.4282 1.2 0.8 -0.4 0.01
O -0.3630 -1.7687 -1.2110 -1.1 -3.9 -1.0 -0.06
N -1.7568 -3.5755 -1.7232 -1.1 0.6 0.4 0.01
C -3.0500 -2.9323 -1.6047 -1.0 0.0 1.0 0.00
H 1.1383 -3.5868 -2.4503 0.1 -0.4 0.0 0.00
H 0.1417 -4.9725 -1.7849 0.5 0.0 -0.2 0.00
H 1.1622 -3.9694 -0.7145 0.1 0.0 -0.1 0.00
H -1.8069 -4.5791 -1.6210 0.4 0.1 -0.4 0.00
H -2.9496 -2.0269 -1.0063 -0.1 0.2 -0.4 0.00
H -3.7430 -3.5823 -1.0706 0.3 -0.2 0.5 0.00
H -3.6617 -2.8086 -2.4983 0.9 0.5 -0.6 0.00
C 3.0135 -2.2820 1.9314 -1.3 -0.2 1.0 0.00
C 1.5508 -2.7714 1.7675 -0.6 0.7 -0.1 0.00
O 0.7283 -1.9621 1.3254 0.3 -1.4 0.7 0.03
N 1.1824 -4.0226 2.1742 1.3 0.3 -0.5 0.00
C -0.1601 -4.5886 2.2049 0.6 0.0 0.1 0.00
H 3.3792 -2.5428 2.9245 0.5 -0.9 -0.3 0.00
H 2.9217 -1.2073 2.0889 0.0 0.1 -0.8 0.00
H 3.6483 -2.5532 1.0879 0.1 0.0 0.4 0.00
H 1.9364 -4.6601 2.3869 -0.1 0.2 0.1 0.00
H -0.6750 -4.1625 3.0660 -0.4 -0.1 -0.3 0.00
H -0.0280 -5.6616 2.3445 -0.1 0.1 0.2 0.00
H -0.6959 -4.4736 1.2626 -0.1 0.4 0.1 0.00
C 1.9627 1.7506 -3.4431 0.0 -0.2 0.2 0.00
C 2.3316 0.7687 -2.3220 -0.3 0.7 -1.5 0.02
O 1.4207 0.3663 -1.6048 0.9 -0.3 -0.8 0.04
N 3.5855 0.3051 -2.2459 -0.3 -0.3 0.9 0.00
C 3.8844 -0.9171 -1.4515 0.3 0.7 -1.1 0.00
H 2.7658 2.0679 -4.1083 0.2 0.3 0.5 0.00
H 1.3752 2.5581 -3.0063 0.5 0.3 0.0 0.00
H 1.2454 1.2893 -4.1220 0.0 -0.5 0.2 0.00
H 4.3375 0.7610 -2.7425 -0.3 -0.1 -0.1 0.00
H 3.3064 -0.9829 -0.5297 0.0 0.2 -0.2 0.00
H 4.9614 -0.9105 -1.2836 -0.1 -0.1 0.3 0.00
H 3.6599 -1.7435 -2.1258 -0.1 -0.3 0.4 0.00
C -3.4162 1.9749 -2.6759 1.7 -0.9 -0.7 0.00
C -2.2941 0.8670 -2.7002 -1.5 -0.2 4.0 0.02
O -1.9285 0.3785 -1.5922 -0.3 0.9 -1.7 0.05
N -1.9208 0.3909 -3.8629 0.7 -0.7 -1.4 0.00
C -0.9239 -0.6815 -4.1146 0.0 0.9 -0.2 0.00
H -4.0277 1.7156 -3.5402 -0.4 0.7 0.2 0.00
H -2.9043 2.9317 -2.7789 -0.2 0.1 -0.5 0.00
H -3.9667 2.0650 -1.7395 0.1 -0.7 -0.2 0.00
H -2.4344 0.7106 -4.6717 0.2 0.1 0.0 0.00
H -0.1757 -0.7253 -3.3231 -0.4 0.0 0.1 0.00
H -0.3942 -0.3946 -5.0230 -0.1 -0.1 -0.1 0.00
H -1.3839 -1.6530 -4.2955 -0.1 0.1 0.3 0.00
C 3.6261 1.8543 1.0759 -0.4 0.7 1.3 0.00
C 2.3216 1.3171 1.7075 2.8 0.0 2.6 0.00
O 1.5562 0.6706 1.0536 -0.3 -0.5 -0.4 0.08
N 2.1598 1.4307 3.0639 -0.9 0.1 0.2 0.00
C 1.0397 0.7887 3.8358 0.7 0.1 -0.8 -0.01
H 4.0737 1.1241 0.4017 -0.6 0.5 -0.5 0.00
H 4.4466 2.1453 1.7317 -0.2 -0.5 0.8 0.00
H 3.3631 2.8639 0.7604 0.0 -0.2 -1.3 0.00
H 2.8767 1.8303 3.6525 0.1 0.1 -0.5 0.00
H 1.2699 -0.2750 3.8953 -0.2 0.0 0.3 0.00
H 0.0572 0.8931 3.3753 0.4 0.1 -0.4 0.00
H 0.9510 1.2393 4.8243 0.4 -0.1 -0.1 0.00
C -2.1577 -0.8006 3.6226 0.0 0.8 0.0 0.00
C -2.3076 0.0205 2.3281 1.5 -1.1 1.2 0.01
O -1.3811 0.0191 1.5068 -1.2 -0.2 0.7 0.02
N -3.3546 0.8017 2.2324 -1.0 0.6 -0.8 0.00
C -3.6791 1.6113 1.0039 0.0 -1.0 2.9 0.00
H -3.0385 -1.3830 3.8927 0.1 -0.1 -0.3 0.00
H -2.0365 -0.0692 4.4217 -0.1 0.1 0.2 0.00
H -1.2304 -1.3728 3.6504 -0.3 -0.2 -0.5 0.00
H -4.0065 0.9124 2.9958 0.3 -0.5 0.0 0.00
H -2.8880 2.3611 0.9934 -0.2 0.0 -1.1 0.00
H -4.6143 2.0148 1.3921 -0.1 0.6 -1.1 0.00
H -3.8240 0.8893 0.2003 0.4 0.7 -0.3 0.00